# 1
{
  "formula": "C8H11O3",
  "method": "the ωB97M-V functional and the def2-TZVPD basis",
  "multiplicity": 4,
  "e_homo_ev": [-4.7, -9.1],
  "molar_mass_g_mol": 155.17,
  "de_lowest_ev": 2.952,
  "s2": 3.8072,
  "orbital_gap_ev": [5.398, 6.870],
  "energy_ha": -536.8468,
  "symbols": ["O", "O", "O", "C", "C", "C", "C", "C", "C", "C", "C", "H", "H", "H", "H", "H", "H", "H", "H", "H", "H", "H"],
  "coordinates": [[-1.52, -3.30, 1.78], [-0.33, -2.86, 1.27], [-0.28, -1.22, -1.81], [1.79, 0.05, -0.39], [2.32, -0.60, 0.90], [-1.96, 0.20, -0.71], [0.41, 0.65, -0.52], [-1.24, 2.39, 0.03], [0.09, 1.94, -0.05], [-0.64, -0.10, -1.12], [-2.28, 1.48, -0.27], [1.93, -0.65, -1.21], [-0.56, -1.92, 1.18], [-3.33, 1.79, -0.14], [-2.70, -0.62, -0.75], [2.47, 0.89, -0.56], [-1.50, 3.42, 0.34], [1.73, -1.47, 1.22], [2.42, 0.08, 1.76], [3.35, -0.95, 0.73], [-1.04, -1.80, -2.01], [0.89, 2.61, 0.31]]
}

# 2
{
  "formula": "C8H11O6S",
  "method": "the ωB97M-V functional and the def2-TZVPD basis",
  "multiplicity": 1,
  "e_homo_ev": -5.3,
  "charge": -1,
  "molar_mass_g_mol": 235.24,
  "de_lowest_ev": 1.750,
  "smiles": "CC(=O)[C@]12CCCC[C@@]1(S(=O)(=O)[O-])OO2",
  "orbital_gap_ev": 8.643,
  "energy_ha": -1160.9750,
  "symbols": ["S", "O", "O", "O", "O", "O", "O", "C", "C", "C", "C", "C", "C", "C", "C", "H", "H", "H", "H", "H", "H", "H", "H", "H", "H", "H"],
  "coordinates": [[-2.22, 0.85, 0.21], [-2.02, 1.31, 1.61], [-0.98, -1.61, 0.36], [-3.48, 0.15, -0.02], [-2.03, 1.93, -0.77], [0.31, -1.48, 0.99], [0.51, 2.06, 1.55], [1.68, 0.19, -0.26], [0.08, 0.36, 3.19], [0.49, -0.12, 0.65], [1.75, -0.38, -1.71], [-0.83, -0.35, -1.80], [-0.97, -0.31, -0.29], [0.47, -1.03, -2.21], [0.25, 0.89, 1.76], [0.72, 0.84, 3.84], [-0.85, 0.65, -2.17], [-0.95, 0.51, 3.45], [-1.68, -1.02, -2.22], [0.17, -0.71, 3.27], [0.37, -2.12, -1.84], [2.53, -1.11, -1.77], [2.51, 0.14, 0.39], [1.78, 1.23, -0.55], [1.97, 0.37, -2.35], [0.41, -1.23, -3.28]]
}

# 3
{
  "formula": "C8H11P",
  "method": "the ωB97M-V functional and the def2-TZVPD basis",
  "multiplicity": 1,
  "e_homo_ev": [-7.9, -8.0],
  "molar_mass_g_mol": 138.15,
  "de_lowest_ev": 2.761,
  "orbital_gap_ev": [6.948, 7.045],
  "energy_ha": -652.6156,
  "symbols": ["P", "C", "C", "C", "C", "C", "C", "C", "C", "H", "H", "H", "H", "H", "H", "H", "H", "H", "H", "H"],
  "coordinates": [[4.03, -0.13, -0.35], [2.51, -0.13, 0.59], [0.02, 0.46, 0.59], [-0.30, -1.12, 0.44], [-1.51, -1.40, -0.39], [-1.01, 1.36, 0.06], [-2.01, 0.94, -0.71], [-2.28, -0.47, -0.98], [1.37, 0.68, -0.19], [-2.64, 1.72, -1.02], [-1.66, -2.35, -0.71], [2.53, 0.48, 1.44], [0.56, -1.66, -0.07], [1.42, 1.79, -0.19], [-0.37, -1.51, 1.45], [0.16, 0.68, 1.58], [1.19, 0.21, -1.22], [2.12, -1.11, 0.90], [-0.89, 2.38, 0.19], [-3.24, -0.82, -1.41]]
}

# 4
{
  "formula": "C8H12",
  "method": "the ωB97M-V functional and the def2-TZVPD basis",
  "multiplicity": 1,
  "e_homo_ev": -8.5,
  "molar_mass_g_mol": 108.18,
  "de_lowest_ev": 2.718,
  "smiles": "C=C/C=C/CC(=C)C",
  "orbital_gap_ev": 9.445,
  "energy_ha": -311.8865,
  "symbols": ["C", "C", "C", "C", "C", "C", "C", "C", "H", "H", "H", "H", "H", "H", "H", "H", "H", "H", "H", "H"],
  "coordinates": [[0.39, 1.45, 0.90], [0.95, -0.01, 1.04], [0.51, -0.98, 0.04], [-0.76, -1.58, -1.89], [1.25, 2.42, 0.52], [-0.98, 1.65, 1.33], [0.29, -0.81, -1.28], [-0.81, -2.93, -1.95], [-1.38, -0.93, -2.41], [2.37, 2.19, 0.46], [0.90, 3.40, 0.51], [-0.21, -3.72, -1.53], [-1.12, 1.71, 2.40], [-1.72, 0.95, 1.05], [0.46, 0.22, -1.77], [0.13, -1.94, 0.65], [-1.34, 2.67, 1.33], [-1.68, -3.46, -2.41], [0.77, -0.53, 2.02], [1.98, 0.25, 0.99]]
}

# 5
{
  "formula": "C8H12Ag2Cl6NiO14P2Sn2",
  "method": "the ωB97M-V functional and the def2-TZVPD basis",
  "multiplicity": 6,
  "e_homo_ev": [-4.3, -5.3],
  "charge": -1,
  "molar_mass_g_mol": 1118.69,
  "s2": 8.7781,
  "orbital_gap_ev": [4.511, 5.366],
  "energy_ha": -7040.0610,
  "symbols": ["Sn", "Sn", "Ag", "Ag", "Ni", "Cl", "Cl", "Cl", "Cl", "Cl", "Cl", "P", "P", "O", "O", "O", "O", "O", "O", "O", "O", "O", "O", "O", "O", "O", "O", "C", "C", "C", "C", "C", "C", "C", "C", "H", "H", "H", "H", "H", "H", "H", "H", "H", "H", "H", "H"],
  "coordinates": [[-2.86, -2.69, 2.23], [2.29, 0.30, 3.33], [-1.92, -0.73, -1.31], [-1.40, 1.06, 3.40], [-0.64, 1.76, 0.49], [-0.70, -5.33, 0.27], [4.45, 0.74, -2.53], [0.15, 2.83, -2.28], [-0.17, 6.07, -3.22], [2.93, -1.73, -3.85], [2.81, -5.56, 0.44], [-1.34, -1.00, 5.27], [0.28, -0.68, 0.51], [-0.90, -1.69, 0.30], [-1.89, -0.80, 6.68], [0.22, 2.64, 3.58], [-2.53, 1.31, -0.01], [1.66, -1.20, 0.92], [-1.11, 2.99, 2.11], [-1.79, -2.48, 4.92], [-0.27, 0.19, 1.72], [0.69, 2.84, 1.60], [0.03, 0.33, -0.63], [-0.13, -0.26, 4.59], [-3.67, -0.43, 0.06], [-3.05, 0.50, 1.82], [-2.54, -0.31, 4.58], [2.04, -0.67, -2.76], [0.58, -4.43, -0.57], [-1.21, 4.74, -3.83], [-0.45, 3.33, -3.90], [1.77, -4.15, 0.39], [3.05, -0.08, -1.75], [-3.30, 0.60, 0.63], [-0.01, 3.24, 2.54], [1.46, -3.81, 1.38], [-2.11, 4.59, -3.24], [1.57, 0.07, -3.40], [3.38, -0.82, -1.02], [-1.20, 2.60, -4.21], [0.42, 3.35, -4.56], [-1.71, 5.13, -4.72], [2.44, -3.40, -0.04], [1.19, -1.15, -2.27], [2.58, 0.75, -1.22], [0.74, -5.02, -1.47], [0.18, -3.52, -1.01]]
}

# 6
{
  "formula": "C8H12AgF3NO7",
  "method": "the ωB97M-V functional and the def2-TZVPD basis",
  "multiplicity": 3,
  "e_homo_ev": [-5.4, -5.1],
  "charge": -1,
  "molar_mass_g_mol": 399.05,
  "s2": 2.0184,
  "orbital_gap_ev": [7.789, 5.708],
  "energy_ha": -1339.7642,
  "symbols": ["Ag", "F", "F", "F", "O", "O", "O", "O", "O", "O", "O", "N", "C", "C", "C", "C", "C", "C", "C", "C", "H", "H", "H", "H", "H", "H", "H", "H", "H", "H", "H", "H"],
  "coordinates": [[-0.56, -1.56, 1.73], [-0.67, -2.59, 4.07], [1.54, -1.66, 2.68], [-1.14, 0.12, 3.11], [-2.39, -5.05, 0.76], [-2.59, -3.06, 1.34], [0.82, -1.05, -0.17], [1.83, 0.54, -1.41], [-3.29, 0.86, -0.92], [-0.69, -3.74, 0.77], [-2.02, -0.56, 0.18], [-1.88, -3.99, 0.90], [-2.32, 0.62, -0.09], [3.20, -1.18, -0.59], [-3.49, 2.21, -1.14], [1.81, -0.56, -0.73], [4.19, -0.04, -0.83], [3.23, 0.96, -1.54], [-1.86, 1.90, 0.49], [-2.16, 2.85, -0.67], [-3.74, 2.28, -2.19], [-1.56, 3.09, -1.55], [5.14, -0.37, -1.25], [-2.23, 2.08, 1.50], [3.65, 0.94, -2.54], [-0.79, 1.85, 0.70], [3.30, -2.08, -1.20], [4.50, 0.43, 0.10], [-2.48, 3.83, -0.30], [3.48, 1.95, -1.17], [-4.29, 2.52, -0.46], [3.47, -1.56, 0.39]]
}

# 7
{
  "formula": "C8H12AuN2P",
  "method": "the ωB97M-V functional and the def2-TZVPD basis",
  "multiplicity": 3,
  "e_homo_ev": [-3.4, -8.0],
  "molar_mass_g_mol": 364.14,
  "de_lowest_ev": 0.200,
  "s2": 2.0236,
  "orbital_gap_ev": [4.080, 6.374],
  "energy_ha": -898.3728,
  "symbols": ["Au", "P", "N", "N", "C", "C", "C", "C", "C", "C", "C", "C", "H", "H", "H", "H", "H", "H", "H", "H", "H", "H", "H", "H"],
  "coordinates": [[-0.15, 1.88, 0.10], [0.75, 3.95, 0.05], [-1.66, 0.50, 0.30], [-2.98, 0.91, 0.38], [-3.80, -0.15, 0.21], [-3.01, -1.27, 0.03], [2.00, -2.49, -1.06], [1.89, -2.69, 0.36], [-1.67, -0.84, 0.09], [2.25, -1.48, 1.00], [2.36, -1.13, -1.31], [2.61, -0.53, -0.02], [2.46, -0.63, -2.27], [-4.88, -0.10, 0.20], [-3.34, -2.27, -0.17], [-0.78, -1.44, -0.03], [1.92, 4.17, 0.84], [1.56, -3.60, 0.83], [1.88, -3.26, -1.80], [1.00, 4.80, -1.06], [2.25, -1.30, 2.07], [-3.26, 1.89, 0.47], [-0.36, 4.60, 0.65], [2.98, 0.47, 0.14]]
}

# 8
{
  "formula": "C8H12BNO4P",
  "method": "the ωB97M-V functional and the def2-TZVPD basis",
  "multiplicity": 1,
  "e_homo_ev": -4.7,
  "charge": -1,
  "molar_mass_g_mol": 227.97,
  "orbital_gap_ev": 7.751,
  "energy_ha": -1033.7921,
  "symbols": ["P", "O", "O", "O", "O", "N", "C", "C", "C", "C", "C", "C", "C", "C", "B", "H", "H", "H", "H", "H", "H", "H", "H", "H", "H", "H", "H"],
  "coordinates": [[3.62, 1.30, -0.68], [3.35, 2.39, -2.01], [0.71, 0.92, -0.51], [0.38, 0.44, 1.73], [4.72, 0.04, -1.29], [-2.72, 0.44, 1.30], [-1.81, 0.15, 0.15], [2.26, -1.35, 1.99], [-4.03, -0.33, -1.70], [-4.18, 0.36, 1.00], [-4.99, 0.00, -0.37], [-2.42, -0.23, -1.31], [1.84, 0.19, 1.50], [2.05, 0.35, -0.16], [-0.18, 0.16, 0.39], [-1.64, -0.48, -2.17], [-4.89, 0.56, 1.94], [3.07, -1.30, 2.84], [2.52, 2.12, -2.49], [2.12, -0.67, -0.75], [2.68, -1.95, 1.06], [-6.16, -0.05, -0.44], [2.49, 0.97, 2.12], [1.31, -1.96, 2.37], [4.19, -0.49, -1.98], [-4.45, -0.61, -2.75], [0.16, -0.97, 0.20]]
}

What did the fifth record say?
{
  "formula": "C8H12Ag2Cl6NiO14P2Sn2",
  "method": "the ωB97M-V functional and the def2-TZVPD basis",
  "multiplicity": 6,
  "e_homo_ev": [-4.3, -5.3],
  "charge": -1,
  "molar_mass_g_mol": 1118.69,
  "s2": 8.7781,
  "orbital_gap_ev": [4.511, 5.366],
  "energy_ha": -7040.0610,
  "symbols": ["Sn", "Sn", "Ag", "Ag", "Ni", "Cl", "Cl", "Cl", "Cl", "Cl", "Cl", "P", "P", "O", "O", "O", "O", "O", "O", "O", "O", "O", "O", "O", "O", "O", "O", "C", "C", "C", "C", "C", "C", "C", "C", "H", "H", "H", "H", "H", "H", "H", "H", "H", "H", "H", "H"],
  "coordinates": [[-2.86, -2.69, 2.23], [2.29, 0.30, 3.33], [-1.92, -0.73, -1.31], [-1.40, 1.06, 3.40], [-0.64, 1.76, 0.49], [-0.70, -5.33, 0.27], [4.45, 0.74, -2.53], [0.15, 2.83, -2.28], [-0.17, 6.07, -3.22], [2.93, -1.73, -3.85], [2.81, -5.56, 0.44], [-1.34, -1.00, 5.27], [0.28, -0.68, 0.51], [-0.90, -1.69, 0.30], [-1.89, -0.80, 6.68], [0.22, 2.64, 3.58], [-2.53, 1.31, -0.01], [1.66, -1.20, 0.92], [-1.11, 2.99, 2.11], [-1.79, -2.48, 4.92], [-0.27, 0.19, 1.72], [0.69, 2.84, 1.60], [0.03, 0.33, -0.63], [-0.13, -0.26, 4.59], [-3.67, -0.43, 0.06], [-3.05, 0.50, 1.82], [-2.54, -0.31, 4.58], [2.04, -0.67, -2.76], [0.58, -4.43, -0.57], [-1.21, 4.74, -3.83], [-0.45, 3.33, -3.90], [1.77, -4.15, 0.39], [3.05, -0.08, -1.75], [-3.30, 0.60, 0.63], [-0.01, 3.24, 2.54], [1.46, -3.81, 1.38], [-2.11, 4.59, -3.24], [1.57, 0.07, -3.40], [3.38, -0.82, -1.02], [-1.20, 2.60, -4.21], [0.42, 3.35, -4.56], [-1.71, 5.13, -4.72], [2.44, -3.40, -0.04], [1.19, -1.15, -2.27], [2.58, 0.75, -1.22], [0.74, -5.02, -1.47], [0.18, -3.52, -1.01]]
}

Number 3 is which compound?
C8H11P